No. 1
{
  "formula": "C23H25N2O2Os",
  "method": "ωB97M-V/def2-TZVPD",
  "s2": 6.0253,
  "spin_multiplicity": 5,
  "total_charge": 1,
  "gap_ha": [0.2445, 0.1574],
  "e_above_lowest_kj_mol": 123.9,
  "homo_energy_ha": [-0.340, -0.416],
  "elements": ["C", "C", "C", "H", "C", "C", "H", "C", "C", "C", "H", "C", "C", "H", "H", "H", "H", "H", "H", "Os", "C", "C", "C", "H", "H", "H", "H", "H", "H", "C", "C", "H", "H", "O", "N", "C", "H", "C", "C", "H", "C", "H", "C", "H", "C", "H", "C", "H", "H", "H", "O", "C", "N"],
  "positions_angstrom": [[2.079, -0.003, 3.034], [2.335, -0.629, 1.786], [1.980, 0.267, 0.747], [2.697, -1.637, 1.660], [1.510, 1.469, 1.354], [1.569, 1.297, 2.758], [1.134, 2.323, 0.814], [-1.249, -1.973, 3.230], [0.049, -2.262, 2.694], [-0.041, -2.224, 1.251], [0.933, -2.539, 3.251], [-1.395, -1.885, 0.918], [-2.148, -1.887, 2.141], [2.063, 0.077, -0.321], [1.274, 2.023, 3.506], [2.302, -0.382, 4.028], [-3.225, -1.935, 2.248], [0.704, -2.616, 0.562], [-1.458, -1.866, 4.301], [0.314, -0.198, 1.859], [-1.843, -1.619, -0.491], [-3.330, -1.224, -0.453], [-1.558, -2.797, -1.398], [-3.887, -2.081, -0.051], [-3.704, -0.976, -1.459], [-3.518, -0.376, 0.230], [-2.058, -3.731, -1.105], [-0.473, -2.967, -1.469], [-1.863, -2.573, -2.437], [-0.917, -0.512, -1.112], [-1.109, 0.887, -0.604], [-1.147, -0.480, -2.205], [0.186, -0.864, -1.042], [-0.984, 1.147, 0.623], [-1.426, 1.832, -1.537], [-0.401, 2.804, -2.028], [-2.280, 2.365, -1.344], [0.843, 2.073, -2.408], [2.090, 2.640, -2.138], [2.102, 3.615, -1.664], [3.272, 1.990, -2.489], [4.239, 2.455, -2.242], [3.190, 0.744, -3.129], [4.108, 0.227, -3.409], [1.942, 0.180, -3.455], [1.891, -0.793, -3.957], [0.783, 0.904, -3.166], [-0.164, 0.586, -3.620], [-0.190, 3.590, -1.283], [-0.795, 3.387, -2.873], [-1.865, 1.998, 4.909], [-1.454, 1.416, 3.958], [-1.106, 0.731, 3.023]],
  "mulliken_spin": [-0.007, 0.036, -0.014, -0.001, 0.104, 0.001, 0.006, 0.222, 0.143, 0.047, -0.001, 0.126, 0.251, -0.027, -0.002, -0.009, 0.003, -0.005, -0.002, 0.859, 0.107, 0.023, 0.043, 0.000, 0.001, -0.008, -0.003, -0.001, 0.001, 0.003, 0.541, -0.027, 0.061, 0.417, 0.793, 0.050, -0.017, -0.011, 0.057, 0.002, 0.000, 0.000, 0.009, 0.001, -0.015, -0.001, 0.023, 0.005, 0.050, 0.028, 0.034, 0.014, 0.091]
}

=====

No. 2
{
  "formula": "C23H25N2O5Pt",
  "method": "ωB97M-V/def2-TZVPD",
  "spin_multiplicity": 1,
  "total_charge": -1,
  "gap_ha": 0.2251,
  "homo_energy_ha": -0.168,
  "elements": ["Pt", "O", "C", "O", "C", "C", "C", "C", "C", "O", "C", "C", "O", "O", "H", "H", "H", "H", "H", "H", "H", "H", "C", "C", "C", "C", "C", "C", "C", "C", "C", "C", "N", "C", "C", "C", "C", "C", "N", "H", "H", "H", "H", "H", "H", "H", "H", "H", "H", "H", "H", "H", "H", "H", "H", "H"],
  "positions_angstrom": [[0.001, -0.468, -0.439], [0.531, -1.980, 3.941], [0.420, -1.590, 2.765], [-0.013, -0.492, 2.343], [0.976, -2.637, 1.702], [2.180, -1.997, 1.013], [2.733, -2.924, -0.079], [1.766, -2.859, -1.249], [0.394, -2.472, -0.780], [1.878, -0.752, 0.457], [0.003, -3.072, 0.567], [-1.399, -2.596, 0.860], [-2.215, -3.245, 1.473], [-1.621, -1.404, 0.331], [1.277, -3.465, 2.339], [2.948, -1.906, 1.791], [2.834, -3.933, 0.331], [3.723, -2.587, -0.396], [1.706, -3.828, -1.757], [2.101, -2.133, -1.992], [-0.346, -2.745, -1.533], [-0.017, -4.163, 0.488], [-3.292, 1.674, -4.175], [-3.122, 0.539, -3.160], [-3.594, 0.906, -1.772], [-4.962, 0.917, -1.513], [-5.444, 1.164, -0.241], [-4.552, 1.396, 0.797], [-3.181, 1.401, 0.582], [-2.233, 1.652, 1.723], [-1.677, 3.080, 1.722], [-2.715, 1.169, -0.718], [-1.305, 1.126, -0.945], [-0.724, 1.972, -1.745], [0.640, 1.814, -2.034], [1.594, 2.594, -2.696], [2.795, 1.895, -2.591], [2.524, 0.717, -1.872], [1.235, 0.672, -1.547], [-2.996, 1.345, -5.173], [-2.683, 2.539, -3.908], [-4.333, 2.001, -4.218], [-2.078, 0.227, -3.132], [-3.705, -0.321, -3.497], [-5.653, 0.713, -2.325], [-6.510, 1.149, -0.051], [-4.923, 1.565, 1.801], [-1.404, 0.944, 1.682], [-2.757, 1.466, 2.660], [-1.107, 3.282, 0.813], [-1.009, 3.215, 2.574], [-2.481, 3.818, 1.791], [-1.285, 2.803, -2.165], [1.417, 3.545, -3.173], [3.760, 2.196, -2.965], [3.201, -0.067, -1.577]],
  "mulliken_charge": [1.371, -0.824, -0.052, -0.576, -0.031, -0.416, -0.966, -0.804, -1.003, -0.805, 0.039, 0.071, -0.748, -0.686, 0.490, 0.680, 0.461, 0.359, 0.396, 0.253, 0.893, 0.643, -1.197, -0.786, 0.945, -0.529, -0.980, -0.791, 0.511, 0.247, -1.300, -0.415, 0.579, 0.211, -0.287, -1.074, -0.788, -0.318, 0.511, 0.400, 0.258, 0.342, 0.055, 0.588, 0.436, 0.377, 0.415, -0.629, 0.637, 0.267, 0.399, 0.310, 0.620, 0.470, 0.438, 0.334]
}

=====

No. 3
{
  "formula": "C23H25N2OPtS",
  "method": "ωB97M-V/def2-TZVPD",
  "s2": 2.0168,
  "spin_multiplicity": 3,
  "total_charge": -1,
  "gap_ha": [0.1792, 0.2016],
  "e_above_lowest_kj_mol": 241.3,
  "homo_energy_ha": [-0.089, -0.112],
  "elements": ["C", "C", "C", "H", "C", "C", "H", "C", "C", "C", "H", "C", "C", "H", "H", "H", "H", "H", "H", "Pt", "C", "C", "C", "H", "H", "H", "H", "H", "H", "C", "C", "H", "H", "O", "N", "C", "H", "C", "C", "H", "C", "H", "C", "H", "C", "H", "C", "H", "H", "H", "S", "C", "N"],
  "positions_angstrom": [[2.225, 0.051, 2.934], [2.231, -0.676, 1.688], [1.858, 0.241, 0.622], [2.495, -1.704, 1.563], [1.600, 1.568, 1.240], [1.819, 1.461, 2.632], [1.294, 2.448, 0.702], [-1.334, -1.558, 3.324], [-0.155, -2.305, 2.750], [-0.242, -2.294, 1.379], [0.613, -2.710, 3.376], [-1.462, -1.506, 0.975], [-2.107, -1.059, 2.176], [1.807, 0.028, -0.433], [1.672, 2.223, 3.374], [2.435, -0.351, 3.917], [-2.997, -0.461, 2.248], [0.431, -2.733, 0.667], [-1.571, -1.360, 4.378], [0.019, 0.022, 1.839], [-2.000, -1.337, -0.424], [-3.491, -1.588, -0.397], [-1.285, -2.270, -1.402], [-3.679, -2.618, -0.039], [-3.904, -1.477, -1.409], [-4.001, -0.887, 0.277], [-1.490, -3.320, -1.121], [-0.198, -2.108, -1.408], [-1.684, -2.098, -2.418], [-1.668, 0.140, -0.796], [-2.225, 0.655, -2.115], [-0.571, 0.270, -0.806], [-2.053, 0.817, 0.008], [-3.134, 0.136, -2.768], [-1.619, 1.788, -2.570], [-0.420, 2.441, -2.025], [-1.945, 2.111, -3.476], [0.889, 1.861, -2.488], [2.071, 2.486, -2.091], [2.016, 3.370, -1.445], [3.311, 1.990, -2.499], [4.223, 2.496, -2.178], [3.379, 0.853, -3.305], [4.347, 0.461, -3.623], [2.204, 0.213, -3.702], [2.238, -0.678, -4.328], [0.954, 0.714, -3.296], [0.034, 0.217, -3.620], [-0.459, 2.405, -0.911], [-0.471, 3.508, -2.306], [-0.003, 0.140, 4.380], [0.002, -0.020, 5.881], [0.001, 0.002, 7.071]],
  "mulliken_spin": [0.173, 0.189, 0.089, -0.008, 0.050, 0.077, -0.014, 0.241, 0.129, 0.231, -0.004, 0.034, -0.041, -0.022, 0.006, -0.013, -0.014, 0.013, -0.034, 0.826, 0.010, 0.015, 0.017, 0.000, -0.001, 0.000, -0.007, 0.000, 0.000, -0.023, 0.001, 0.018, -0.017, -0.001, 0.001, 0.000, 0.000, -0.001, 0.004, 0.001, -0.003, -0.001, 0.002, 0.000, 0.000, 0.000, 0.000, 0.000, -0.005, 0.000, 0.044, -0.006, 0.046]
}

=====

No. 4
{
  "formula": "C23H25N3O3",
  "method": "ωB97M-V/def2-TZVPD",
  "spin_multiplicity": 1,
  "gap_ha": 0.2912,
  "e_above_lowest_kj_mol": 121.7,
  "homo_energy_ha": -0.269,
  "smiles": "CCOC(=O)C1=C(CN2c3ccccc3C[C@H]2C)NC(=O)N[C@@H]1c1ccccc1",
  "elements": ["C", "C", "H", "H", "O", "C", "O", "C", "C", "N", "C", "O", "N", "H", "C", "C", "C", "C", "C", "C", "C", "H", "H", "H", "H", "H", "H", "H", "C", "N", "C", "C", "C", "C", "C", "C", "C", "H", "H", "C", "C", "H", "H", "H", "H", "H", "H", "H", "H", "H", "H", "H", "H", "H"],
  "positions_angstrom": [[2.266, 3.387, -0.389], [1.063, 2.833, -1.140], [0.136, 3.247, -0.730], [1.129, 3.053, -2.207], [1.015, 1.411, -1.057], [0.473, 0.888, 0.056], [-0.016, 1.566, 0.932], [0.606, -0.570, 0.082], [-0.078, -1.355, 0.942], [0.204, -2.695, 1.021], [1.056, -3.375, 0.157], [1.210, -4.572, 0.250], [1.630, -2.608, -0.790], [2.278, -3.087, -1.396], [1.653, -1.156, -0.841], [3.025, -0.631, -0.459], [3.501, -0.825, 0.831], [4.747, -0.346, 1.196], [5.526, 0.333, 0.274], [5.058, 0.527, -1.014], [3.813, 0.043, -1.380], [3.444, 0.200, -2.383], [5.663, 1.055, -1.736], [6.496, 0.711, 0.560], [5.109, -0.501, 2.201], [2.891, -1.352, 1.550], [1.430, -0.848, -1.872], [-0.325, -3.280, 1.653], [-1.208, -0.875, 1.819], [-2.261, -0.253, 1.071], [-2.734, -0.635, -0.154], [-2.497, -1.797, -0.875], [-3.120, -1.949, -2.106], [-3.963, -0.979, -2.614], [-4.208, 0.183, -1.886], [-3.596, 0.345, -0.668], [-3.674, 1.490, 0.301], [-3.210, 2.383, -0.122], [-4.705, 1.737, 0.557], [-2.896, 0.977, 1.528], [-3.823, 0.688, 2.711], [-4.306, 1.604, 3.040], [-4.588, -0.028, 2.416], [-3.263, 0.276, 3.547], [-2.121, 1.685, 1.838], [-4.868, 0.945, -2.274], [-4.436, -1.121, -3.574], [-2.940, -2.851, -2.674], [-1.855, -2.578, -0.502], [-1.587, -1.732, 2.401], [-0.820, -0.127, 2.518], [3.181, 2.927, -0.755], [2.169, 3.172, 0.673], [2.322, 4.462, -0.529]],
  "mulliken_charge": [-0.998, -0.356, 0.285, 0.386, -0.302, 0.317, -0.653, -0.023, 0.491, -0.041, 0.145, -0.691, -0.048, 0.280, -0.119, 0.243, -0.387, -0.786, -0.433, -0.689, 0.014, 0.358, 0.410, 0.414, 0.404, 0.327, 0.528, 0.251, -1.053, 0.230, 0.364, -0.654, -0.840, -0.634, -0.654, 0.667, -0.883, 0.268, 0.446, 0.155, -1.582, 0.455, 0.380, 0.388, 0.262, 0.463, 0.382, 0.442, 0.502, 0.270, 0.401, 0.193, 0.274, 0.435]
}